Record 1
{
  "formula": "H44O26PV",
  "method": "wB97M-V/def2-TZVPD",
  "elements": ["V", "P", "O", "O", "O", "O", "O", "H", "H", "O", "H", "H", "O", "H", "H", "O", "H", "H", "O", "H", "H", "O", "H", "H", "O", "H", "H", "O", "H", "H", "O", "H", "H", "O", "H", "H", "O", "H", "H", "O", "H", "H", "O", "H", "H", "O", "H", "H", "O", "H", "H", "O", "H", "H", "O", "H", "H", "O", "H", "H", "O", "H", "H", "O", "H", "H", "O", "H", "H", "O", "H", "H"],
  "coordinates": [[-0.29602, 0.81247, -1.15212], [1.89060, -0.27202, -0.12958], [1.12362, -0.53019, -1.46982], [3.31037, 0.32422, -0.50066], [2.09910, -1.43229, 0.75388], [0.94402, 0.89920, 0.41012], [4.93044, 0.87631, 1.97191], [4.47214, 0.34262, 1.26642], [5.62934, 1.33850, 1.49687], [1.86464, -0.25814, 3.53000], [2.05091, -0.64595, 2.63970], [2.60821, -0.60838, 3.96970], [1.60133, -4.49114, 2.64276], [1.96962, -3.92303, 3.35245], [2.23862, -4.29960, 1.93180], [1.52130, -3.01664, -2.35228], [2.02932, -2.88726, -3.17622], [1.53229, -2.07062, -2.01618], [-3.69123, 2.09376, -3.89707], [-2.76669, 2.02751, -4.16186], [-3.61364, 2.01174, -2.92983], [-4.21405, 1.07511, -0.98378], [-4.00119, 1.69297, -0.27161], [-5.14519, 1.01435, -1.16331], [3.17534, 2.89860, -1.23943], [3.32263, 1.25946, -0.91943], [3.22836, 3.24290, -0.29463], [-0.56344, -2.17790, -4.01046], [0.07308, -2.61892, -3.41953], [-1.27669, -2.76828, -3.96153], [-0.20582, 4.21412, 2.36934], [0.75744, 4.40948, 2.21766], [-0.75540, 4.62629, 1.63324], [-0.46842, 4.84824, -1.57125], [0.01315, 5.37133, -0.91520], [0.14650, 4.26858, -2.04886], [-1.48879, -0.26300, -2.45755], [-1.00290, -0.96346, -2.94893], [-2.36526, -0.70626, -2.33903], [0.61306, 1.99610, -2.30041], [1.34167, 1.51993, -2.68206], [2.25349, 3.07470, -1.54990], [-0.69229, 0.90969, 2.92478], [-0.43041, 1.74157, 2.51790], [0.06993, 0.38276, 3.21761], [-1.23112, 2.40386, -0.23237], [-1.18063, 3.20257, -0.68022], [-1.98889, 2.32225, 0.36572], [-1.35445, -0.13748, 0.27895], [-1.07220, 0.11463, 1.17897], [-1.29205, -1.14264, 0.16395], [-1.07497, -2.74452, -0.29856], [-0.13291, -2.62167, -0.40375], [-1.13106, -3.61981, 0.10100], [2.39965, 3.09264, 1.72535], [3.28265, 2.65043, 1.91530], [1.87193, 2.30467, 1.36352], [-2.87252, 2.29208, 4.12441], [-2.69636, 3.07540, 4.62744], [-1.95876, 1.92638, 4.06080], [-3.24130, -2.50110, -2.17183], [-3.52896, -3.25730, -2.70445], [-2.58751, -2.74616, -1.53007], [-3.44161, 1.84622, 1.60678], [-3.57636, 2.36900, 2.42952], [-3.06883, 0.98319, 1.81947], [-0.64108, -5.10713, 0.84601], [-1.00122, -5.98034, 0.84933], [0.02205, -4.94019, 1.52838], [2.61577, -6.53676, -0.63364], [2.33463, -5.63012, -0.83568], [2.71303, -6.95750, -1.47796]],
  "forces_ev_per_a": [[0.4, 0.8, 0.0], [-0.7, 1.6, -0.2], [0.5, -1.1, -0.1], [0.4, 1.1, -0.3], [-0.1, -0.4, 0.6], [1.5, -0.7, -0.3], [-0.7, -0.5, -0.9], [0.6, 0.7, 0.8], [0.0, -0.1, 0.0], [-0.8, -0.2, -1.9], [-0.6, 0.3, 0.1], [1.3, -0.3, 1.5], [0.9, 0.7, 0.1], [-0.7, -0.5, -0.4], [-0.4, -0.2, 0.0], [0.4, 1.0, -0.7], [-0.1, -0.5, 0.4], [-0.3, -0.7, 0.1], [0.4, 0.0, 0.5], [-0.1, 0.0, -0.3], [-0.4, -0.1, -0.2], [1.2, -0.2, -0.7], [-0.8, -0.2, 0.2], [-0.5, 0.3, 0.3], [-0.3, 0.7, 1.1], [-0.3, -1.0, 0.5], [-0.5, -0.5, -1.5], [1.5, 0.9, 0.1], [0.5, 0.0, 0.2], [-2.0, -1.2, -0.2], [-0.2, 0.8, -1.3], [-1.3, -0.4, -0.1], [1.5, -0.7, 1.4], [-0.3, -0.1, 0.2], [0.2, -0.3, -0.4], [0.1, 0.1, 0.2], [-0.8, -0.2, 0.4], [0.3, 0.0, -0.5], [0.4, 0.7, 0.2], [-0.7, 0.7, 0.4], [0.5, -0.3, -0.6], [0.7, -0.4, 0.4], [-1.0, -0.5, 0.0], [0.7, 0.1, 0.0], [0.4, 0.5, -0.1], [-0.2, -2.5, 1.0], [-0.1, 3.1, -1.3], [-0.4, 0.2, 0.2], [-1.0, -1.7, 0.3], [0.3, -0.2, 0.2], [-0.3, 1.0, 0.5], [-0.4, 0.7, -0.4], [0.7, 0.1, -0.3], [-0.1, -0.7, 0.6], [0.9, -2.1, -0.7], [-1.4, 0.7, 0.0], [0.5, 1.2, 0.5], [0.9, -0.4, 0.2], [-0.3, 0.9, 0.5], [-0.7, -0.3, -0.4], [-1.0, 0.5, -1.1], [0.3, 0.2, 0.5], [0.8, -0.7, 0.6], [-0.1, 0.7, -0.8], [0.6, -0.9, -0.2], [-0.2, 0.1, 0.4], [-0.1, 1.2, -0.6], [0.1, -0.8, 0.4], [0.0, -0.5, 0.4], [-0.2, 0.7, 0.6], [0.1, -0.3, 0.0], [0.1, -0.3, -0.6]],
  "lowdin_charge": [0.994, 0.176, -0.392, -0.154, -0.266, -0.395, -0.075, 0.031, 0.039, -0.045, 0.019, 0.023, -0.060, 0.065, 0.054, -0.089, 0.068, 0.006, -0.070, 0.027, -0.003, -0.041, 0.004, 0.046, -0.074, 0.063, 0.070, -0.009, 0.018, 0.024, -0.093, 0.037, 0.062, -0.042, 0.055, 0.029, -0.089, 0.023, 0.074, -0.325, -0.004, 0.040, -0.044, 0.033, 0.036, -0.037, 0.003, 0.052, -0.124, 0.048, 0.070, -0.033, 0.039, 0.024, -0.113, 0.057, 0.036, -0.056, 0.044, 0.038, -0.031, 0.066, -0.006, -0.065, 0.051, 0.047, -0.024, 0.054, 0.024, -0.055, 0.027, 0.019],
  "homo_lumo_gap_ha": [0.3372, 0.3833],
  "multiplicity": 3,
  "e_homo_ev": [-9.16, -10.41],
  "s_squared": 2.007,
  "lumo_ev": [0.020, 0.021]
}

---

Record 2
{
  "formula": "C14H19N3O4",
  "method": "wB97M-V/def2-TZVPD",
  "elements": ["N", "C", "O", "C", "C", "C", "N", "C", "O", "C", "N", "C", "C", "C", "C", "C", "C", "C", "C", "O", "O", "H", "H", "H", "H", "H", "H", "H", "H", "H", "H", "H", "H", "H", "H", "H", "H", "H", "H", "H"],
  "coordinates": [[5.71196, 0.69187, -0.32393], [5.30829, -0.62390, -0.21195], [6.13358, -1.56015, 0.03407], [3.80082, -0.96149, -0.45929], [2.92316, -0.60262, 0.83522], [1.66331, 0.27455, 0.46682], [0.76396, -0.40846, -0.36559], [-0.42804, -1.01568, -0.03805], [-0.80834, -1.99857, -0.68460], [-1.23174, -0.31411, 1.07563], [-1.36074, 1.12309, 0.59932], [-2.55933, -1.09694, 1.32709], [-3.73701, -0.51342, 0.56336], [-3.81903, -0.84821, -0.80542], [-4.85830, -0.39168, -1.63609], [-5.86584, 0.42231, -1.10022], [-5.73693, 0.81001, 0.22850], [-4.71090, 0.29732, 1.06354], [2.03779, 1.66876, -0.10406], [3.11730, 2.07112, -0.45914], [0.96924, 2.44856, -0.29487], [6.65215, 0.84765, 0.04520], [4.98514, 1.40056, -0.43224], [3.42746, -0.45160, -1.32910], [3.80625, -2.05084, -0.62288], [2.50653, -1.45246, 1.35165], [3.51124, 0.00408, 1.55967], [1.15776, 0.61173, 1.37904], [1.20966, -0.86920, -1.11950], [-0.61540, -0.37362, 1.98962], [-1.70549, 1.67955, 1.38796], [-1.97194, 1.24383, -0.25899], [-2.35490, -2.12989, 1.04345], [-2.71657, -1.00270, 2.40910], [-2.94790, -1.37312, -1.25596], [-4.87598, -0.78990, -2.62586], [-6.80902, 0.55030, -1.60201], [-6.49576, 1.43138, 0.69114], [-4.61676, 0.52661, 2.12356], [0.03548, 2.03507, -0.09671]],
  "forces_ev_per_a": [[-0.5, -1.6, 0.4], [1.8, -1.8, 0.0], [-2.5, 2.8, -0.5], [0.7, -0.4, 2.0], [-0.1, 1.7, -1.0], [2.0, 1.2, 1.6], [-1.3, -0.7, -0.3], [0.3, -0.8, -0.9], [0.3, 1.4, 1.1], [-0.3, 0.1, -1.5], [-0.3, -0.4, 0.2], [0.2, 1.3, 0.6], [0.7, -1.4, -1.7], [0.6, 0.6, -0.8], [0.5, -0.4, 1.5], [0.6, -0.9, 0.7], [0.2, -0.5, 0.9], [-0.5, 0.9, 0.2], [-1.2, 0.1, -1.3], [0.2, -0.4, 0.6], [-1.2, -0.2, 0.2], [-0.7, 0.3, -0.4], [0.5, -0.1, 0.2], [-0.1, 0.3, -0.4], [-0.1, 0.5, 0.0], [0.3, -0.6, 0.0], [-0.2, -0.5, -0.5], [0.0, -0.6, 0.1], [0.3, -0.6, -0.9], [-0.3, 0.5, -0.3], [-0.2, -0.1, -0.7], [0.6, -0.5, 1.7], [-0.3, 0.0, 0.1], [-0.3, -0.3, -0.2], [-1.0, 0.0, 0.4], [-0.2, 0.1, -0.6], [0.1, 0.6, -0.4], [0.0, 0.0, -0.1], [-0.5, 0.3, -0.1], [1.9, 0.0, 0.2]],
  "lowdin_charge": [0.155, -0.483, -0.022, -0.076, -0.072, -0.263, 0.107, -0.392, 0.053, -0.233, 0.051, -0.089, -0.261, -0.035, -0.067, -0.088, -0.076, -0.056, -0.465, 0.099, 0.073, 0.117, 0.068, 0.097, 0.116, 0.105, 0.128, 0.143, 0.137, 0.144, 0.107, 0.136, 0.118, 0.115, 0.111, 0.093, 0.098, 0.098, 0.111, 0.098],
  "smiles": "NC(=O)CC[C@H](NC(=O)[C@@H](N)Cc1ccccc1)C(=O)O",
  "homo_lumo_gap_ha": 0.3564,
  "e_homo_ev": -9.49,
  "relative_energy_kj_mol": 120.0,
  "lumo_ev": 0.205
}